Molecular formula: C22H61N10O12
Method: DFT, wB97M-V/def2-TZVPD

Output
Lowest unoccupied orbital energy in eV: 1.9433
E_HOMO in eV: -3.741
Energy relative to the best compared isomer or geometry (same formula, charge and spin) in eV: 0.2349
Calculated total energy in eV: -63275.7019

```
! RIJCOSX wB97M-V def2-TZVPD def2/J DEFGRID3
* xyz -1 1
O 8.2640 24.9740 -32.6831
O 12.8750 26.5209 -29.3851
O 12.5886 21.5808 -29.4318
O 5.1622 20.2053 -24.6767
O 3.6465 23.4405 -29.1385
O 13.0213 23.1039 -26.3824
O 11.5859 18.6257 -26.6427
O 7.9611 25.0430 -23.8491
O 6.7558 24.1053 -27.2475
O 8.8778 24.3376 -21.9567
O 8.9767 23.1007 -23.8297
O 10.9463 19.0850 -22.2551
N 6.1366 25.1872 -25.4213
N 10.9197 20.4907 -24.0462
N 4.5452 24.5416 -26.8672
N 6.4426 23.2036 -30.2780
N 6.7042 21.8277 -24.7831
N 10.2046 21.1889 -27.5442
N 9.8481 21.0396 -22.1384
N 11.5496 25.4867 -27.0668
N 9.3962 23.6637 -26.3665
N 7.1569 19.9080 -23.6347
C 5.3465 22.2540 -30.4442
C 2.2646 23.7524 -29.1089
C 14.1128 26.7523 -30.0021
C 11.3979 22.3975 -29.5204
C 6.2764 20.6122 -24.3589
C 12.4842 17.5786 -26.7986
C 7.7883 25.0573 -31.3466
C 14.4428 22.9851 -26.3430
C 11.3064 26.8153 -27.5797
C 6.4910 24.2059 -31.3541
C 12.2227 25.3755 -25.7696
C 9.5849 19.8919 -27.2036
C 10.4307 18.6717 -27.4424
C 12.5998 27.3433 -28.2053
C 8.5840 24.1246 -23.1585
C 5.8486 24.6193 -26.5775
C 3.9512 22.8461 -30.3721
C 13.6423 22.2740 -30.0191
C 9.5615 25.4973 -32.8844
C 12.4902 23.9032 -25.3905
C 10.2450 21.5060 -28.9810
C 10.6073 20.1473 -22.7752
H 10.5967 18.5546 -28.5199
H 11.5390 25.7775 -25.0188
H 12.1735 25.0288 -27.7209
H 14.1186 27.7514 -30.4407
H 14.2188 25.9858 -30.7729
H 10.2915 24.7740 -32.5204
H 7.9068 20.3821 -23.1509
H 7.5114 26.1050 -31.2031
H 8.5138 24.6947 -30.6147
H 11.4137 19.8967 -24.6893
H 10.2771 21.1989 -24.3792
H 12.0157 16.6387 -26.4878
H 12.5942 28.3928 -28.5080
H 2.0074 24.5452 -29.8154
H 11.1200 22.7788 -30.5043
H 11.5375 23.4834 -25.0641
H 13.1430 23.9203 -24.5124
H 6.9011 18.9673 -23.3932
H 3.7330 23.5260 -31.2005
H 9.6875 20.8539 -21.1641
H 10.9910 27.5038 -26.7952
H 10.0802 24.4171 -26.5093
H 6.4170 23.6147 -29.3496
H 14.8649 23.9650 -26.5839
H 14.9387 26.4862 -29.3341
H 5.6984 24.9255 -31.1073
H 3.3088 21.9565 -30.4031
H 7.6046 22.1627 -24.4318
H 5.9576 22.4503 -25.0354
H 5.4495 25.5810 -24.8026
H 5.4816 21.5530 -29.6166
H 13.1462 25.9659 -25.7753
H 9.8487 17.7753 -27.1938
H 8.7169 19.7519 -27.8522
H 9.6282 21.9506 -22.5451
H 6.2236 23.8598 -32.3512
H 13.7395 23.3072 -29.6738
H 9.2816 21.9772 -29.1951
H 1.6255 22.8774 -29.2368
H 10.2507 20.5483 -29.5112
H 14.6455 22.2742 -27.1422
H 9.5967 22.7246 -26.7494
H 9.2199 19.9107 -26.1770
H 13.6409 22.2150 -31.1120
H 9.3683 23.5492 -25.3382
H 2.0108 24.1732 -28.1346
H 14.8173 22.6639 -25.3702
H 3.8350 24.8800 -26.2434
H 7.0716 25.0730 -25.0040
H 10.5337 26.7289 -28.3450
H 8.4306 23.8782 -26.6077
H 9.6703 26.4297 -32.3229
H 5.5058 21.6671 -31.3506
H 9.7483 25.7039 -33.9377
H 13.3853 17.9009 -26.2813
H 11.1921 21.1019 -27.3095
H 12.7633 17.3551 -27.8360
H 13.4835 27.1549 -27.5912
H 11.5994 23.2336 -28.8516
H 14.5721 21.7920 -29.7033
H 4.1912 24.1563 -27.7589
*
```

---

Molecular formula: C22H61NO24P6
Method: DFT, wB97M-V/def2-TZVPD

Output
Lowest unoccupied orbital energy in eV: -1.5930
SMILES: C=CO[P@](=O)(OCN)OCCCC.COP(=O)(OC)OC.COP(=O)(OC)OC.COP(=O)(OC)OC.COP(=O)(OC)OC.COP(=O)(OC)OC
E_HOMO in eV: -7.973
Calculated total energy in eV: -130168.8813

```
! RIJCOSX wB97M-V def2-TZVPD def2/J DEFGRID3
* xyz 0 1
P -1.5096 -0.8346 -4.0826
P 2.9229 5.0200 -1.8491
P 4.9544 -4.8441 -2.8982
P 1.4806 -1.7289 1.5687
P -3.3370 -1.2267 7.1127
P -5.3926 1.6768 1.2679
O -1.7887 -2.2540 -3.2717
O -5.9178 2.6395 2.4417
O 2.7224 -2.5189 1.4243
O 3.2417 4.1213 -3.1247
O -4.1528 1.6149 0.2620
O 0.9909 -1.5710 3.0969
O 3.7719 -5.6970 -3.5490
O -3.0347 -1.1228 8.6905
O 0.2764 -2.7148 1.1800
O 5.1897 -3.6533 -3.7419
O 2.9233 4.2587 -0.6026
O -4.3430 -0.2656 6.6120
O -0.7208 -1.4827 -5.1921
O 1.8342 -0.1837 1.5051
O -3.0567 -0.7015 -4.4507
O 1.5988 5.7986 -2.1644
O -4.0518 -2.6363 7.3330
O -6.5955 1.1943 0.5588
O 6.3391 -5.1241 -2.1284
O -1.0262 0.6928 -4.4485
O -1.9130 -0.6012 6.6967
O -4.7278 0.6071 2.2540
O 4.0390 6.1761 -1.7833
O 4.1087 -4.5637 -1.5719
N 3.7129 2.0047 -4.0791
C 3.0392 -5.1166 -4.6336
C -3.5456 0.3021 -5.3432
C -0.6610 3.0602 -1.2721
C -6.7833 3.7311 2.0813
C 0.3487 -2.6117 3.8213
C -1.4427 -3.4868 -3.9048
C 4.6529 -3.9336 -0.4020
C 3.5383 2.7136 -2.8359
C -5.4779 -2.6997 7.2185
C -1.7369 -0.2719 5.3039
C 0.2991 2.2993 -0.3308
C 5.3197 5.6871 -1.7408
C 0.3808 0.9669 -4.4381
C 6.3077 6.3018 -1.0168
C -0.4154 4.5716 -1.3653
C 0.3358 -3.3494 -0.1145
C -4.3374 0.9542 -0.9943
C -2.2382 -0.0911 9.2661
C 3.2060 0.2326 1.5222
C 0.4611 4.9987 -2.5553
C -5.2668 0.2840 3.5411
C 7.5296 -5.2675 -2.9217
H -6.3957 4.2844 1.2278
H -0.6800 -0.0919 5.1246
H 7.3726 -5.9410 -3.7624
H 0.8436 0.5321 -5.3207
H 6.6940 7.2574 -1.3566
H -4.5791 0.0472 -5.5643
H 7.8479 -4.2928 -3.2860
H 0.8817 2.9515 0.3109
H -1.6664 2.9248 -0.8707
H -2.2909 0.6353 5.0707
H -2.5653 0.8924 8.9275
H -4.7359 -0.5910 3.9046
H 5.5592 4.8488 -2.3923
H 3.7231 -0.0689 0.6141
H 0.8592 0.5757 -3.5409
H 4.0538 2.6734 -4.7636
H -0.2941 1.6648 0.3297
H -6.3302 0.0521 3.4779
H 0.7227 4.1540 -3.1917
H -0.6415 -3.7757 -0.3252
H 0.2983 -2.2985 4.8623
H -0.6663 -2.7470 3.4508
H 0.9025 -3.5490 3.7628
H 3.7085 -0.1690 2.3990
H -1.3885 5.0551 -1.4473
H -5.0964 1.0967 4.2412
H 0.0506 4.9657 -0.4631
H -5.8035 -2.5223 6.1963
H 2.6789 2.2929 -2.3215
H 0.9311 1.6150 -0.8956
H 0.5786 -2.6248 -0.8893
H -4.6898 -0.0624 -0.8385
H -5.9411 -1.9836 7.8930
H -7.7772 3.3515 1.8537
H -0.3653 -3.6018 -3.9901
H 6.7062 5.8248 -0.1308
H -1.9075 -3.5464 -4.8852
H -6.8387 4.3963 2.9392
H 4.4228 2.6235 -2.2133
H 3.1896 1.3193 1.5755
H 2.7862 1.7597 -4.4102
H -5.7589 -3.7094 7.5101
H -3.3579 0.9298 -1.4702
H -3.5221 1.2839 -4.8742
H 1.0737 -4.1494 -0.1059
H -2.9704 0.3096 -6.2683
H -5.0282 1.4997 -1.6326
H 5.3257 -4.6129 0.1192
H 5.1738 -3.0112 -0.6614
H -1.1861 -0.2403 9.0329
H 2.2243 -5.8047 -4.8514
H 2.6311 -4.1518 -4.3406
H 0.4983 2.0495 -4.4609
H -2.3672 -0.1564 10.3443
H -0.1432 5.6597 -3.1731
H -2.0694 -1.0858 4.6632
H 3.8106 -3.6967 0.2454
H -1.8232 -4.2937 -3.2766
H 8.3009 -5.6809 -2.2765
H -0.6816 2.5880 -2.2574
H 3.6591 -5.0097 -5.5200
*
```

---

Molecular formula: C22H62CaN2O14S
Method: DFT, wB97M-V/def2-TZVPD

Output
Lowest unoccupied orbital energy in eV: -2.6607
E_HOMO in eV: -5.772
Energy relative to the best compared isomer or geometry (same formula, charge and spin) in eV: 12.5483
Calculated total energy in eV: -84728.2036

```
! RIJCOSX wB97M-V def2-TZVPD def2/J DEFGRID3
* xyz 0 1
Ca -3.7001 0.9402 0.2482
S 0.8912 1.3605 -0.7432
O 1.6584 0.6624 -1.7661
O -5.8427 -6.4496 1.5099
O 2.3093 6.3949 2.7059
O 5.2471 1.4590 3.9934
O 0.1402 0.4139 0.0819
O 1.7824 2.1100 0.1138
O -3.9994 -2.2887 -1.6568
O 0.8042 6.3485 -3.4716
O -0.1675 2.1896 -1.2592
O -4.9070 3.2537 -0.6679
O -3.1355 1.7509 3.4642
O 0.8255 -4.7028 1.4273
O 6.8518 -1.0202 -2.7208
O 2.7175 0.8698 -6.6730
N -4.6041 -3.5144 0.9075
N -3.4388 4.0535 1.7635
C -5.7206 -7.7643 2.0936
C 1.7052 -5.3369 0.5393
C 6.3145 2.3443 4.1998
C -4.9695 -4.1164 -0.3719
C -5.5235 -4.0037 1.8888
C -4.6498 4.6596 -0.3546
C -5.3017 -5.4338 2.4216
C 2.2100 6.2442 -3.5983
C -4.0287 -3.7616 -1.5224
C -5.7286 3.0522 -1.7697
C -3.4222 -1.9970 -2.9742
C 3.1536 -5.0626 1.0236
C 3.3096 -0.1639 -7.4966
C 7.9335 0.9878 -2.4215
C 7.7791 -0.4296 -1.8551
C -4.4688 4.9041 1.1105
C -2.5533 2.9937 3.6936
C 1.3327 -6.8554 0.5361
C 9.1012 -1.1805 -1.9109
C 3.4741 7.1851 2.4199
C -2.6993 0.7321 4.3445
C -3.4212 4.1016 3.1732
H 7.3644 -0.4498 -0.8473
H 6.1677 3.0711 4.9988
H -4.6982 -8.0447 2.3471
H 7.2443 1.8348 4.4528
H -3.0817 -4.2832 -1.3838
H -4.4981 -4.1720 -2.4164
H -6.5534 -3.9949 1.5318
H -2.8063 -0.2239 3.8322
H 6.9392 1.4323 -2.4662
H 5.9946 -0.6173 -2.5645
H 2.5953 5.7807 -2.6901
H -2.4925 -2.5432 -3.1337
H -4.8691 -5.1975 -0.2763
H -3.7431 4.9709 -0.8732
H 9.4370 -1.4092 -2.9223
H -5.4413 5.3185 -0.7118
H 2.7009 0.5489 -5.7683
H 0.8361 -3.7701 1.2002
H -4.1665 5.9342 1.2994
H -5.2499 3.4008 -2.6849
H 3.5300 7.3722 1.3475
H 2.8940 -1.1020 -7.1286
H -1.6299 0.7389 4.5555
H 1.9667 -7.2506 -0.2576
H 3.8903 -5.3915 0.2906
H 0.5258 5.4996 -3.1203
H -4.0536 -2.3236 -3.8005
H 2.3694 5.6028 -4.4651
H -3.3475 0.7010 5.2203
H -5.9984 2.0114 -1.9483
H -2.9532 5.0263 3.5108
H 3.1962 -0.0007 -8.5683
H 4.4194 6.7586 2.7556
H 6.4506 2.9984 3.3386
H -3.1470 -0.9436 -3.0274
H -5.4266 4.7391 1.6038
H 4.7346 1.8525 3.2835
H 3.3422 8.1545 2.9004
H -4.3959 4.1102 3.6611
H -6.6527 3.6232 -1.6799
H -5.7889 -5.5049 3.3940
H -6.3932 -7.8908 2.9419
H -6.0161 -8.5609 1.4108
H 4.3420 -0.2181 -7.1511
H 0.3117 -7.0802 0.2278
H 9.8953 -0.4687 -1.6852
H -4.2322 -5.6105 2.5358
H 3.2708 -3.9960 1.2148
H 2.4007 5.5602 2.2406
H -2.4069 3.1755 4.7583
H -3.7274 -3.9611 1.1354
H 1.5994 -4.9974 -0.4910
H 8.3065 0.9702 -3.4455
H -1.5551 2.9514 3.2577
H 9.1746 -2.0960 -1.3239
H -5.9758 -3.9000 -0.7305
H -2.5733 4.5092 1.5118
H -5.5583 -3.3535 2.7628
H 2.6671 7.2035 -3.8409
H 1.6239 -7.3819 1.4450
H 3.3437 -5.6748 1.9052
H 8.6388 1.6311 -1.8954
*
```

---

Molecular formula: C22H62N4O7
Method: DFT, wB97M-V/def2-TZVPD

Output
Lowest unoccupied orbital energy in eV: 0.3774
SMILES: COC[C@H](C)N.COC[C@H](C)N.COC[C@H](C)N.COC[C@H](C)N.CCO.CCO.CCO
E_HOMO in eV: -9.279
Energy relative to the best compared isomer or geometry (same formula, charge and spin) in eV: 0.5760
Calculated total energy in eV: -44109.4030

```
! RIJCOSX wB97M-V def2-TZVPD def2/J DEFGRID3
* xyz 0 1
O -4.6181 0.6180 -0.5232
O 1.2678 0.1043 -1.6840
O 1.2528 3.9966 0.6999
O -0.4441 -2.1960 -1.9528
O -3.4996 -2.2611 1.9700
O 3.0881 2.8936 -5.0844
O 3.8203 -2.6563 1.0803
N 0.9474 2.8974 -2.1125
N 5.9606 -0.2346 2.8070
N -4.6852 -2.0160 5.4877
N -8.2822 0.8769 -0.7369
C 1.3919 -3.6237 -2.6758
C 2.0218 4.0911 1.9034
C 0.3024 -3.3791 -1.6566
C -6.8980 0.6529 -1.2106
C -6.7316 1.3119 -2.5842
C -3.8238 -2.5026 4.4000
C 0.4164 0.3949 0.5660
C 3.3731 3.4369 1.7005
C 3.3736 2.7530 -2.3665
C 5.7031 -0.4351 0.3451
C -5.9021 1.1137 -0.1708
C -3.8328 -4.0195 4.2088
C 2.9821 2.5962 -6.4723
C 1.8328 2.7971 -4.4235
C 5.1180 -0.7830 1.7247
C 4.8146 -2.2402 1.9923
C -3.6362 1.0895 0.3607
C 3.6682 -4.0486 1.0178
C -4.1763 -1.7711 3.0961
C -2.1142 -1.9954 2.0289
C 2.0664 3.2677 -3.0054
C 1.5873 -0.0081 -0.3087
H -7.3521 0.8282 -3.3395
H 2.5025 0.5659 -0.1249
H 4.1511 -0.2753 1.8170
H -2.8257 -2.1953 4.7324
H 5.7292 -2.8335 1.8361
H -2.6657 0.7928 -0.0440
H -5.6953 1.2101 -2.9060
H 3.0739 -4.4144 1.8634
H 3.2062 -4.3960 0.0985
H -6.1899 0.6550 0.7824
H 3.2410 2.7876 -1.2888
H -1.5841 -2.6360 2.7363
H -8.8912 0.5588 -1.4820
H 1.1116 3.3292 -1.2037
H 0.6288 0.2701 1.6323
H 1.8522 -1.0365 -0.0525
H 1.1527 1.0686 -1.9003
H 1.0833 3.3614 -4.9903
H -3.7808 0.6445 1.3485
H 1.4826 3.6717 2.7539
H 3.8666 3.3970 2.6738
H -4.3546 -2.4806 6.3308
H 4.0167 2.6070 -6.8168
H 2.1356 4.3658 -2.9456
H 4.0579 3.8836 0.9796
H 2.2227 5.1595 2.0617
H 2.0693 -2.7798 -2.8325
H -1.6802 -2.2135 1.0508
H -3.7117 -4.5685 5.1431
H 1.0245 -3.8512 -3.6777
H -2.9640 -4.2984 3.6048
H 0.7990 -3.1877 -0.6940
H -5.2548 -1.8562 2.9252
H -8.4317 0.2688 0.0628
H 0.1058 3.3487 -2.4710
H 0.2035 -1.4720 -1.9764
H 0.1491 1.4453 0.4381
H 6.1918 0.7113 2.5219
H 2.4933 3.4292 -6.9859
H -7.0293 2.3597 -2.5032
H -0.4499 -0.2195 0.3197
H 5.8203 0.6350 0.1897
H -5.8734 2.2068 -0.1579
H 4.4937 -2.4434 3.0175
H 4.6280 -4.5636 1.1391
H 2.0141 -4.4280 -2.2640
H -1.8905 -0.9358 2.1795
H -3.4999 2.1754 0.4502
H 2.5137 1.6280 -6.6442
H -4.0325 -0.6923 3.2469
H 6.8708 -0.6888 2.8372
H 3.5711 1.7340 -2.7026
H -0.3473 -4.2480 -1.5790
H 0.3528 4.2770 0.8974
H -5.6168 -2.4163 5.3609
H -6.7552 -0.4165 -1.4177
H -4.7081 -4.3444 3.6441
H 1.4895 1.7526 -4.4141
H 6.5404 -1.0596 0.0355
H 4.2109 3.3826 -2.6625
H 4.9202 -0.6926 -0.3870
H 3.2637 2.4111 1.3318
*
```

---

| no. | orbital gap (eV) |
| --- | --- |
| 1 | 5.684 |
| 2 | 6.380 |
| 3 | 3.111 |
| 4 | 9.657 |